Entry 1:
Here is the molecule C6H6 in a non-equilibrium geometry from the OMol25 dataset. Energies are from ωB97M-V/def2-TZVPD.

Structure (XYZ):
```
12
Properties=species:S:1:pos:R:3:forces:R:3:nbo_charge:R:1
C 1.254828 0.519632 -0.165385 0.1368 0.1396 -0.0500 -0.24
C 0.429557 0.828683 0.914152 1.1879 0.3152 0.9474 -0.18
C -0.600661 0.030174 1.288695 -0.9636 0.9412 -1.0889 -0.20
C -1.171865 -0.562849 0.173342 -0.6897 -1.0130 0.0746 -0.20
C -0.528034 -0.739479 -1.041256 -0.0504 -0.1407 0.0937 -0.25
C 0.791797 -0.298895 -1.172501 -0.0630 -0.3203 0.2946 -0.20
H 2.271540 0.872999 -0.091852 0.0397 0.5057 -0.6369 0.22
H 0.506821 1.755867 1.431570 1.2051 0.3521 0.9635 0.21
H -1.110609 0.153539 2.243808 -0.0916 0.0349 -0.4210 0.21
H -2.216919 -0.740978 0.298994 -0.5856 -0.9766 -0.2790 0.21
H -1.035774 -1.257201 -1.844910 -0.0163 0.1277 -0.0226 0.22
H 1.407997 -0.559176 -2.028040 -0.1094 0.0342 0.1247 0.22
```
Forces are in eV/Å.

The SMILES is c1ccccc1. The relative energy (zero: lowest compared OMol25 entry of this formula, charge and spin) is 1.155 eV. As for the net charge: 0.

Entry 2:
Here is a 5-piece molecular cluster, C16H36N6OP2Si overall in a non-equilibrium geometry from the OMol25 dataset. Energies are from ωB97M-V/def2-TZVPD.

Structure (XYZ):
```
62
Properties=species:S:1:pos:R:3:forces:R:3:nbo_charge:R:1
N -0.087991 1.401588 5.269524 0.0027 -0.0671 -0.4563 -1.32
P -0.350245 0.462015 4.012372 -0.0596 0.8709 1.1448 0.90
Si -2.232500 1.083826 2.949551 -0.1439 -0.6341 -0.3558 0.36
P -3.758786 1.404334 4.608331 -0.0816 0.2316 0.7715 0.90
N -5.100308 0.704463 3.776882 0.0628 0.0059 -0.3252 -1.17
O -4.144567 2.998165 4.422410 0.3327 0.0084 -0.1173 -0.97
H -0.816143 2.099053 5.359026 0.0702 0.1558 0.1729 0.36
H -0.492632 -0.861963 4.454290 0.1381 -0.3586 -0.5927 -0.04
H 0.699463 0.449664 3.075567 0.0099 -0.4068 -0.1012 -0.04
H -2.747580 -0.000756 2.077342 0.0788 0.1058 -0.1100 -0.12
H -1.946154 2.325773 2.195513 -0.0018 0.0146 0.0080 -0.12
H -4.950366 -0.275512 3.572486 -0.0747 -0.0963 -0.1339 0.39
H -5.932353 0.795314 4.344862 -0.1093 -0.1348 0.0899 0.39
H -4.106549 3.265249 3.497375 -0.2172 0.1970 -0.0520 0.48
C -1.151231 0.063646 -1.288001 0.0678 0.0474 0.0252 -0.61
C 0.127031 -0.752983 -1.444971 -0.1854 0.1528 0.0079 -0.38
C -0.098139 -2.243740 -1.169094 0.0147 0.2396 0.0044 -0.52
C -0.570596 -2.451372 0.196003 -0.0621 -0.2148 0.1099 0.32
N -0.937545 -2.614991 1.272180 -0.0202 0.1393 0.0822 -0.38
H -1.536471 0.014346 -0.267267 -0.0158 -0.0331 -0.0050 0.20
H -0.967570 1.113258 -1.521525 -0.0094 0.0120 -0.0173 0.21
H -1.929640 -0.298795 -1.961934 -0.0034 -0.0126 -0.0085 0.20
H 0.895698 -0.370999 -0.770379 0.0402 -0.0544 0.0100 0.20
H 0.505931 -0.643805 -2.458307 0.0164 -0.1029 -0.0258 0.23
H 0.824170 -2.801388 -1.306711 0.0410 -0.0237 -0.0322 0.28
H -0.843154 -2.647968 -1.856480 -0.0093 -0.0109 -0.0245 0.24
C 2.754827 0.147837 6.973544 0.0134 -0.0567 -0.0844 -0.63
C 1.947072 -0.705302 7.940494 0.0348 0.0832 -0.0736 -0.37
C 2.818607 -1.477657 8.938791 -0.1604 0.0881 -0.0692 -0.51
C 3.727948 -2.401041 8.267017 0.1396 -0.1321 0.0081 0.29
N 4.439388 -3.130959 7.738720 -0.0114 0.0107 -0.0303 -0.34
H 3.411888 -0.465774 6.353686 0.0427 -0.0350 0.0673 0.21
H 2.082780 0.691559 6.312513 -0.0427 0.0980 0.0257 0.25
H 3.373307 0.871451 7.508710 0.0086 0.0067 0.0054 0.20
H 1.330925 -1.411194 7.381079 -0.0211 -0.0295 0.0230 0.21
H 1.263637 -0.067531 8.502216 -0.0193 -0.0312 0.0442 0.21
H 2.200762 -2.058036 9.624454 0.0033 0.0028 0.0483 0.25
H 3.418150 -0.787204 9.533889 0.0121 0.0156 0.0260 0.24
C 2.124492 0.388976 -5.451578 0.1315 0.1286 -0.0790 -0.62
C 3.379305 -0.421937 -5.750186 -0.0937 0.0986 0.0231 -0.38
C 3.184286 -1.913070 -5.447984 0.1429 0.1884 -0.0938 -0.51
C 2.824679 -2.122987 -4.051311 -0.1994 -0.2073 0.1122 0.32
N 2.487033 -2.286954 -2.967028 0.2224 0.0068 -0.0026 -0.37
H 1.862865 0.333920 -4.394936 -0.0459 -0.0373 0.0073 0.22
H 2.276911 1.439967 -5.700737 0.0161 -0.0009 -0.0131 0.21
H 1.273463 0.022889 -6.023626 -0.0406 -0.0262 0.0018 0.21
H 4.213675 -0.037401 -5.161494 0.0436 -0.0545 0.0044 0.21
H 3.656919 -0.317631 -6.800001 0.0032 -0.0428 -0.0146 0.21
H 4.090227 -2.479457 -5.663099 0.0051 -0.0323 -0.0062 0.25
H 2.378375 -2.323079 -6.058299 -0.0170 -0.0159 -0.0236 0.25
C -1.376447 2.739913 -6.153446 -0.0037 -0.0288 -0.0323 -0.61
C -2.357610 1.755447 -6.778716 0.0826 0.1204 0.0161 -0.38
C -2.896958 0.733416 -5.770899 -0.0291 0.0696 -0.1567 -0.51
C -1.820317 -0.067392 -5.199043 0.1036 -0.0621 0.1525 0.31
N -0.949691 -0.666738 -4.750870 -0.0485 -0.0870 -0.0226 -0.36
H -0.493670 2.228193 -5.767337 -0.0086 -0.0190 0.0285 0.21
H -1.040447 3.467389 -6.891227 -0.0021 0.0188 -0.0033 0.22
H -1.838663 3.286092 -5.329619 -0.0032 0.0072 0.0159 0.21
H -1.874845 1.227022 -7.602266 -0.0234 -0.0366 -0.0138 0.21
H -3.204352 2.297359 -7.201582 -0.0473 -0.0412 0.0049 0.21
H -3.606481 0.056060 -6.245928 -0.0459 -0.0029 0.0107 0.25
H -3.413790 1.237434 -4.952968 -0.0239 0.0052 0.0245 0.25
```
Forces are in eV/Å.

The SMILES is N=[PH2][SiH2]P(N)O.CCCC#N.CCCC#N.CCCC#N.CCCC#N. As for the net charge: 0.

no.,E_HOMO (eV),frontier orbital gap (Eh)
1,-8.74,0.3599
2,-8.29,0.3208